{"formula": "CH4F2Si", "method": "ωB97M-V/def2-TZVPD", "fmax_ev_per_a": 3.12, "de_lowest_kcal_mol": 72.8, "total_energy_ev": -14414.8050, "orbital_gap_ev": 12.1, "smiles": "FC[SiH2]F", "lumo_energy_ev": 0.849, "elements": ["C", "F", "F", "Si", "H", "H", "H", "H"], "xyz": [[-0.644, -0.423, 0.615], [-0.918, 0.189, 1.785], [-0.319, 1.353, -1.574], [0.549, 0.479, -0.547], [-0.127, -1.439, 0.818], [-1.516, -0.883, 0.102], [1.638, 1.481, -0.266], [1.338, -0.758, -0.932]]}

***

{"formula": "C14H25BeN5O6S", "method": "ωB97M-V/def2-TZVPD", "fmax_ev_per_a": 4.24, "de_lowest_kcal_mol": 88.6, "total_energy_ev": -45888.0857, "orbital_gap_ev": 4.6, "lumo_energy_ev": -2.165, "elements": ["O", "H", "Be", "N", "N", "N", "N", "O", "O", "O", "O", "C", "C", "C", "C", "C", "H", "H", "H", "C", "H", "H", "H", "C", "C", "H", "H", "H", "H", "H", "H", "H", "H", "C", "H", "H", "H", "O", "H", "H", "S", "C", "N", "C", "C", "C", "C", "H", "H", "H", "H", "H"], "xyz": [[-0.531, -0.697, -3.754], [0.030, -0.913, -4.538], [-0.089, 0.119, -0.204], [1.271, -0.790, -1.281], [-0.239, -1.583, 0.499], [0.921, 1.583, -0.165], [-0.998, 0.842, 1.084], [1.653, -0.322, -2.440], [2.094, 1.751, -0.792], [-2.123, 0.293, 1.639], [-1.055, -1.955, 1.476], [0.429, -2.565, -0.117], [1.378, -2.094, -1.051], [0.448, 2.525, 0.629], [-0.745, 2.129, 1.307], [2.387, -2.923, -1.761], [2.214, -2.880, -2.846], [2.369, -3.973, -1.431], [3.382, -2.503, -1.556], [0.156, -3.982, 0.269], [-0.903, -4.258, 0.089], [0.388, -4.201, 1.327], [0.767, -4.658, -0.345], [1.164, 3.793, 0.952], [-1.477, 3.007, 2.247], [1.980, 3.948, 0.231], [1.599, 3.671, 1.961], [0.477, 4.656, 0.939], [-2.467, 2.637, 2.484], [-1.596, 4.011, 1.840], [-0.924, 3.136, 3.179], [2.067, 1.023, -1.519], [-1.909, -0.742, 1.569], [-2.449, -0.548, -3.970], [-2.280, -1.569, -3.815], [-2.120, 0.314, -4.538], [-3.125, -0.170, -3.175], [-0.919, 0.346, -1.427], [0.217, -0.278, -3.163], [-1.427, 1.215, -1.398], [2.167, -0.595, 2.814], [0.886, 0.064, 3.638], [-0.355, -0.469, 3.464], [-1.425, -0.086, 4.198], [-1.321, 0.964, 5.088], [-0.088, 1.627, 5.225], [1.020, 1.166, 4.509], [-0.503, -1.245, 2.772], [-2.350, -0.637, 4.064], [-2.188, 1.293, 5.673], [0.046, 2.479, 5.898], [2.014, 1.574, 4.590]]}

***

{"formula": "C35H32BF3I2N5O6SSbSe4V", "method": "ωB97M-V/def2-TZVPD", "multiplicity": 2, "fmax_ev_per_a": 1.61, "de_lowest_kcal_mol": 10.5, "total_energy_ev": -386028.2761, "orbital_gap_ev": [6.3, 5.9], "lumo_energy_ev": [-1.856, -2.224], "elements": ["V", "I", "C", "C", "C", "I", "C", "O", "C", "C", "N", "C", "C", "C", "C", "C", "C", "N", "C", "H", "H", "H", "H", "H", "H", "H", "H", "H", "H", "H", "C", "C", "C", "C", "C", "C", "N", "N", "C", "C", "C", "C", "C", "N", "H", "H", "H", "H", "H", "H", "H", "H", "H", "Se", "Sb", "Se", "Se", "Se", "C", "C", "C", "C", "C", "C", "C", "C", "O", "B", "O", "C", "C", "H", "H", "H", "H", "H", "H", "H", "H", "H", "H", "H", "H", "F", "C", "F", "F", "S", "O", "O", "O"], "xyz": [[1.950, 0.202, -2.339], [4.062, -2.124, 5.356], [2.718, -1.316, 3.991], [2.712, 0.050, 3.756], [1.838, 0.552, 2.804], [1.640, 2.610, 2.592], [1.025, -0.299, 2.065], [0.288, 0.230, 1.024], [0.987, -1.660, 2.336], [-0.036, -2.589, 1.720], [-0.191, -2.516, 0.263], [0.431, -3.574, -0.522], [1.924, -3.724, -0.341], [2.603, -4.738, -1.020], [3.955, -4.900, -0.789], [4.580, -4.080, 0.144], [3.820, -3.105, 0.762], [2.527, -2.906, 0.503], [1.838, -2.150, 3.322], [3.368, 0.716, 4.297], [0.176, -3.609, 2.066], [-0.999, -2.311, 2.163], [-1.180, -2.563, 0.061], [-0.010, -4.566, -0.320], [0.225, -3.361, -1.578], [2.079, -5.368, -1.727], [4.518, -5.652, -1.326], [5.629, -4.191, 0.387], [4.266, -2.437, 1.487], [1.835, -3.211, 3.538], [4.687, 4.881, -0.520], [4.607, 3.723, 0.241], [3.681, 2.739, -0.083], [2.825, 2.954, -1.154], [2.886, 4.115, -1.920], [3.829, 5.074, -1.597], [1.933, 1.909, -1.522], [0.838, 2.342, -2.067], [-0.138, 1.415, -2.373], [-1.228, 1.872, -3.133], [-2.240, 1.007, -3.419], [-2.167, -0.312, -2.968], [-1.070, -0.714, -2.269], [-0.053, 0.106, -1.953], [5.433, 5.628, -0.284], [5.276, 3.552, 1.073], [3.626, 1.833, 0.506], [2.214, 4.248, -2.754], [3.900, 5.975, -2.191], [-1.213, 2.896, -3.477], [-3.092, 1.330, -4.003], [-2.955, -1.014, -3.198], [-0.920, -1.727, -1.917], [6.092, 0.681, 1.530], [6.539, 0.181, -0.746], [7.662, -1.602, -1.777], [7.038, 1.983, -2.392], [3.981, -0.378, -1.766], [-6.546, 0.727, 4.347], [-6.742, 0.959, 2.847], [-7.561, -0.206, 2.274], [-7.528, 2.265, 2.660], [-5.406, 1.026, 2.104], [-5.363, 1.550, 0.810], [-4.195, 1.603, 0.054], [-3.057, 1.107, 0.642], [-1.780, 1.038, 0.133], [-1.037, 0.453, 1.152], [-1.815, 0.150, 2.264], [-3.082, 0.576, 1.920], [-4.231, 0.521, 2.673], [-7.514, 0.753, 4.848], [-5.914, 1.496, 4.794], [-6.101, -0.246, 4.556], [-8.526, -0.280, 2.780], [-7.034, -1.153, 2.404], [-7.745, -0.065, 1.208], [-8.379, 2.288, 3.342], [-7.922, 2.363, 1.648], [-6.904, 3.136, 2.867], [-6.271, 1.935, 0.367], [-4.180, 2.018, -0.945], [-4.205, 0.105, 3.669], [4.106, -1.065, -5.571], [2.912, -1.033, -6.127], [2.907, -0.170, -7.132], [2.593, -2.240, -6.577], [1.639, -0.543, -4.891], [1.749, -1.508, -3.798], [0.399, -0.427, -5.568], [2.185, 0.760, -4.297]]}

***

{"formula": "C3H6INO2", "method": "ωB97M-V/def2-TZVPD", "fmax_ev_per_a": 4.64, "de_lowest_kcal_mol": 137.2, "total_energy_ev": -16888.3020, "orbital_gap_ev": 8.8, "lumo_energy_ev": -0.953, "elements": ["C", "C", "C", "N", "O", "O", "I", "H", "H", "H", "H", "H", "H"], "xyz": [[-0.682, -0.272, -0.210], [0.560, -0.120, 0.597], [1.639, 0.503, -0.243], [1.960, 1.876, 0.191], [3.004, 2.349, -0.272], [1.125, 2.524, 0.815], [3.553, -0.515, -0.322], [-1.247, 0.723, -0.510], [-1.454, -0.850, 0.352], [-0.484, -0.812, -1.151], [0.838, -1.251, 0.814], [0.525, 0.428, 1.583], [0.912, 0.657, -1.703]]}

***

{"formula": "C2HClF2S", "method": "ωB97M-V/def2-TZVPD", "fmax_ev_per_a": 4.36, "de_lowest_kcal_mol": 58.6, "total_energy_ev": -30879.5067, "orbital_gap_ev": [6.2, 6.2], "lumo_energy_ev": [-3.772, -3.776], "elements": ["C", "C", "F", "F", "S", "Cl", "H"], "xyz": [[0.815, -0.131, -0.222], [-0.308, -0.169, 0.603], [-0.662, 0.776, 1.497], [-1.035, -1.240, 0.656], [1.499, -1.437, -1.096], [-1.504, 1.341, -1.265], [1.194, 0.860, -0.172]]}

***

{"formula": "C8H12O3", "method": "ωB97M-V/def2-TZVPD", "fmax_ev_per_a": 3.84, "de_lowest_kcal_mol": 26.8, "total_energy_ev": -14632.0281, "orbital_gap_ev": 10.6, "smiles": "CC1(C)OC(=O)C[C@@]2(C)O[C@@H]12", "lumo_energy_ev": 0.614, "elements": ["O", "O", "O", "C", "C", "C", "C", "C", "C", "C", "C", "H", "H", "H", "H", "H", "H", "H", "H", "H", "H", "H", "H"], "xyz": [[-3.118, -0.060, 0.987], [-1.142, -1.187, 0.794], [0.341, 1.219, 1.222], [-1.957, -0.134, 0.542], [0.999, -1.916, 1.509], [0.530, -1.840, -0.989], [0.320, 2.659, -0.922], [-1.564, 1.066, -0.292], [0.847, 0.263, 0.325], [0.262, -1.155, 0.399], [-0.118, 1.448, -0.095], [0.889, -1.363, 2.432], [2.107, -1.977, 1.321], [0.545, -2.932, 1.576], [0.003, -1.322, -1.824], [0.182, -2.870, -0.969], [1.587, -1.798, -1.277], [-0.559, 3.304, -1.149], [1.056, 3.225, -0.373], [0.756, 2.359, -1.895], [-2.257, 1.907, -0.090], [-1.629, 0.783, -1.357], [1.920, 0.322, 0.126]]}